Entry from the Open Molecules 2025 dataset: a 2-piece molecular cluster, C4H12 overall in a non-equilibrium geometry (wB97M-V/def2-TZVPD).

Each line ends with the natural charge from an NBO analysis.
Element x y z (Å)
C  -0.689  0.913  -1.774  -0.62
C  -1.347  1.727  -0.634  -0.61
H  0.314  1.180  -2.099  0.21
H  -0.417  -0.100  -1.469  0.20
H  -1.519  0.943  -2.475  0.21
H  -2.431  1.581  -0.638  0.20
H  -1.010  1.524  0.381  0.20
H  -1.270  2.783  -0.903  0.20
C  1.068  -1.065  1.941  -0.60
C  1.010  -1.683  0.507  -0.61
H  0.063  -0.868  2.297  0.20
H  1.629  -1.697  2.624  0.20
H  1.533  -0.090  1.775  0.20
H  0.567  -0.877  -0.073  0.20
H  0.487  -2.629  0.465  0.21
H  2.011  -1.642  0.076  0.20

Cartesian forces (eV/Å) of the 6 atoms listed first:
C -0.43 -0.56 1.29
C 0.12 0.30 -0.35
H -0.35 1.17 -0.44
H -1.07 -0.25 -0.03
H 0.89 -0.48 -1.03
H 0.12 -0.42 0.03

Results
- Kohn-Sham gap (eV) = 12.5
- electronic energy (hartree) = -159.5587
- energy relative to the best compared isomer or geometry (same formula, charge and spin) (kcal/mol) = 16.5
- structure (SMILES) = CC.CC



Entry from the Open Molecules 2025 dataset: a 2-piece molecular cluster, C4H12 overall in a non-equilibrium geometry (wB97M-V/def2-TZVPD).

Each line ends with the natural charge from an NBO analysis.
Element x y z (Å)
C  -0.616  1.582  0.153  -0.61
C  -1.777  2.547  0.423  -0.60
H  -1.004  0.672  -0.294  0.20
H  -0.066  2.008  -0.699  0.20
H  0.073  1.405  0.969  0.21
H  -1.417  3.557  0.591  0.20
H  -2.324  2.127  1.272  0.20
H  -2.489  2.572  -0.399  0.20
C  0.462  -1.897  -0.098  -0.62
C  1.926  -2.253  -0.420  -0.61
H  0.354  -1.383  0.869  0.20
H  0.135  -1.116  -0.778  0.21
H  -0.100  -2.811  0.072  0.21
H  2.053  -2.446  -1.484  0.20
H  2.196  -3.164  0.106  0.20
H  2.594  -1.401  -0.284  0.20

Cartesian forces (eV/Å) of the 6 atoms listed first:
C -0.28 0.83 -1.92
C 0.10 -0.95 0.58
H -0.02 -0.40 0.55
H 0.39 -0.05 0.34
H -0.13 -0.06 0.21
H -0.13 0.09 0.33

Results
- Kohn-Sham gap (eV) = 12.5
- electronic energy (hartree) = -159.5693
- energy relative to the best compared isomer or geometry (same formula, charge and spin) (kcal/mol) = 9.9
- structure (SMILES) = CC.CC



Entry from the Open Molecules 2025 dataset: a 2-piece molecular cluster, C4H12 overall in a non-equilibrium geometry (wB97M-V/def2-TZVPD).

Each line ends with the natural charge from an NBO analysis.
Element x y z (Å)
C  0.549  -0.244  2.001  -0.61
C  1.978  0.102  2.114  -0.62
H  0.251  -0.286  0.929  0.21
H  0.369  -1.211  2.312  0.20
H  -0.020  0.462  2.624  0.21
H  2.574  -0.233  1.212  0.20
H  2.655  -0.345  2.850  0.21
H  2.109  1.163  2.339  0.20
C  -0.718  0.289  -1.671  -0.61
C  -1.960  -0.142  -2.403  -0.59
H  0.213  0.015  -2.169  0.20
H  -0.604  1.332  -1.758  0.20
H  -0.640  0.077  -0.664  0.20
H  -1.810  -1.261  -2.767  0.19
H  -2.783  -0.122  -1.697  0.21
H  -2.163  0.402  -3.253  0.20

Cartesian forces (eV/Å) of the 6 atoms listed first:
C -0.62 1.07 -0.84
C 3.20 0.17 -0.85
H -0.04 0.68 0.95
H -0.55 -2.14 1.04
H -0.32 -0.39 -0.57
H -0.78 0.96 0.44

Results
- Kohn-Sham gap (eV) = 12.3
- electronic energy (hartree) = -159.5487
- energy relative to the best compared isomer or geometry (same formula, charge and spin) (kcal/mol) = 22.8
- structure (SMILES) = CC.CC



Entry from the Open Molecules 2025 dataset: a 2-piece molecular cluster, C4H12 overall in a non-equilibrium geometry (wB97M-V/def2-TZVPD).

Each line ends with the natural charge from an NBO analysis.
Element x y z (Å)
C  0.973  -0.465  1.483  -0.61
C  1.661  -1.412  2.394  -0.60
H  1.135  -0.668  0.435  0.20
H  -0.099  -0.267  1.579  0.21
H  1.346  0.577  1.755  0.19
H  1.541  -1.086  3.430  0.21
H  2.668  -1.483  2.203  0.20
H  1.221  -2.424  2.028  0.20
C  -1.118  1.291  -1.281  -0.61
C  -1.504  0.491  -2.550  -0.62
H  -0.368  2.087  -1.587  0.20
H  -2.010  1.722  -0.844  0.20
H  -0.606  0.770  -0.549  0.20
H  -1.033  0.894  -3.426  0.21
H  -1.146  -0.559  -2.564  0.20
H  -2.662  0.532  -2.505  0.21

Cartesian forces (eV/Å) of the 6 atoms listed first:
C 0.16 3.55 0.10
C -3.12 -2.14 -0.51
H 0.30 0.04 -0.31
H -0.08 -0.91 0.42
H -0.08 -0.93 -0.90
H -0.32 -0.80 0.00

Results
- Kohn-Sham gap (eV) = 12.1
- electronic energy (hartree) = -159.5477
- energy relative to the best compared isomer or geometry (same formula, charge and spin) (kcal/mol) = 23.4
- structure (SMILES) = CC.CC



Entry from the Open Molecules 2025 dataset: a 2-piece molecular cluster, C4H12 overall in a non-equilibrium geometry (wB97M-V/def2-TZVPD).

Each line ends with the natural charge from an NBO analysis.
Element x y z (Å)
C  0.015  -0.688  1.812  -0.62
C  -0.757  -1.988  1.559  -0.62
H  -0.363  -0.118  2.661  0.21
H  1.063  -0.905  2.018  0.20
H  -0.055  -0.037  0.944  0.21
H  -1.617  -2.123  2.225  0.20
H  -1.284  -1.956  0.603  0.20
H  -0.173  -2.898  1.673  0.21
C  0.092  1.377  -2.396  -0.60
C  0.642  1.319  -0.969  -0.60
H  -0.237  2.383  -2.646  0.20
H  0.842  1.051  -3.114  0.20
H  -0.752  0.688  -2.472  0.20
H  1.573  1.896  -0.965  0.20
H  0.937  0.315  -0.685  0.20
H  -0.035  1.768  -0.246  0.20

Cartesian forces (eV/Å) of the 6 atoms listed first:
C -0.05 -0.16 0.08
C -1.19 0.09 0.27
H -0.07 -0.13 0.06
H 0.06 0.16 -0.10
H 0.13 -0.12 0.26
H 0.30 0.18 0.35

Results
- Kohn-Sham gap (eV) = 12.5
- electronic energy (hartree) = -159.5738
- energy relative to the best compared isomer or geometry (same formula, charge and spin) (kcal/mol) = 7.0
- structure (SMILES) = CC.CC



Entry from the Open Molecules 2025 dataset: a 2-piece molecular cluster, C4H12 overall in a non-equilibrium geometry (wB97M-V/def2-TZVPD).

Each line ends with the natural charge from an NBO analysis.
Element x y z (Å)
C  0.357  -1.387  -1.468  -0.61
C  -1.024  -1.801  -0.857  -0.61
H  0.458  -0.293  -1.568  0.20
H  0.454  -1.842  -2.468  0.20
H  1.178  -1.759  -0.832  0.20
H  -1.113  -1.458  0.187  0.20
H  -1.056  -2.904  -0.869  0.20
H  -1.885  -1.417  -1.429  0.20
C  -0.396  1.619  1.389  -0.61
C  1.051  1.555  0.943  -0.61
H  -0.541  1.537  2.480  0.21
H  -1.056  0.889  0.891  0.20
H  -0.689  2.633  1.070  0.20
H  1.565  0.738  1.477  0.20
H  1.547  2.507  1.197  0.20
H  1.152  1.384  -0.142  0.20

Cartesian forces (eV/Å) of the 6 atoms listed first:
C -0.70 -0.09 0.12
C 0.75 -0.04 -0.13
H -0.04 -0.46 0.04
H 0.09 0.25 0.36
H -0.30 0.17 -0.29
H -0.01 -0.16 -0.42

Results
- Kohn-Sham gap (eV) = 12.8
- electronic energy (hartree) = -159.5787
- energy relative to the best compared isomer or geometry (same formula, charge and spin) (kcal/mol) = 4.0
- structure (SMILES) = CC.CC



Entry from the Open Molecules 2025 dataset: a 2-piece molecular cluster, C4H12 overall in a non-equilibrium geometry (wB97M-V/def2-TZVPD).

Each line ends with the natural charge from an NBO analysis.
Element x y z (Å)
C  -1.372  -1.322  1.090  -0.62
C  -0.214  -0.870  2.037  -0.61
H  -1.670  -2.315  1.433  0.20
H  -2.218  -0.647  1.174  0.21
H  -0.952  -1.483  0.099  0.21
H  -0.468  0.025  2.621  0.20
H  0.099  -1.668  2.704  0.20
H  0.639  -0.500  1.450  0.20
C  0.396  1.011  -2.190  -0.61
C  1.192  1.182  -0.924  -0.61
H  -0.070  1.935  -2.514  0.21
H  0.915  0.535  -3.012  0.21
H  -0.423  0.303  -2.030  0.20
H  0.685  1.709  -0.122  0.21
H  2.070  1.815  -1.096  0.20
H  1.567  0.241  -0.514  0.20

Cartesian forces (eV/Å) of the 6 atoms listed first:
C 1.18 -0.58 1.19
C -0.09 0.94 -0.61
H -0.38 0.10 -0.11
H -0.03 -0.01 -0.54
H -0.50 0.41 -0.24
H -0.25 -0.44 0.14

Results
- Kohn-Sham gap (eV) = 12.7
- electronic energy (hartree) = -159.5738
- energy relative to the best compared isomer or geometry (same formula, charge and spin) (kcal/mol) = 7.0
- structure (SMILES) = CC.CC



Entry from the Open Molecules 2025 dataset: a 2-piece molecular cluster, C4H12 overall in a non-equilibrium geometry (wB97M-V/def2-TZVPD).

Each line ends with the natural charge from an NBO analysis.
Element x y z (Å)
C  1.971  -1.184  -1.914  -0.62
C  2.403  -1.518  -0.434  -0.62
H  2.368  -1.875  -2.691  0.20
H  0.922  -1.464  -2.028  0.21
H  2.324  -0.204  -2.166  0.21
H  3.052  -0.622  -0.105  0.20
H  1.622  -1.584  0.297  0.21
H  3.178  -2.282  -0.508  0.21
C  -2.176  0.566  1.177  -0.61
C  -2.251  2.134  1.237  -0.61
H  -2.342  0.275  0.147  0.20
H  -1.219  0.209  1.579  0.21
H  -3.062  0.106  1.607  0.20
H  -2.885  2.515  0.459  0.20
H  -2.647  2.334  2.224  0.20
H  -1.257  2.595  1.119  0.20

Cartesian forces (eV/Å) of the 6 atoms listed first:
C -0.14 -2.08 0.52
C 2.65 2.36 -1.54
H 0.52 0.30 0.79
H -0.28 1.19 -0.03
H -0.70 0.61 -0.36
H -1.06 -1.13 -0.22

Results
- Kohn-Sham gap (eV) = 12.5
- electronic energy (hartree) = -159.5543
- energy relative to the best compared isomer or geometry (same formula, charge and spin) (kcal/mol) = 19.2
- structure (SMILES) = CC.CC



Entry from the Open Molecules 2025 dataset: a 2-piece molecular cluster, C4H12 overall in a non-equilibrium geometry (wB97M-V/def2-TZVPD).

Each line ends with the natural charge from an NBO analysis.
Element x y z (Å)
C  1.111  2.270  0.050  -0.61
C  -0.323  1.871  0.242  -0.62
H  1.399  2.139  -0.994  0.21
H  1.397  3.251  0.404  0.21
H  1.790  1.588  0.583  0.20
H  -0.634  0.955  -0.247  0.22
H  -0.744  1.931  1.249  0.21
H  -0.982  2.668  -0.158  0.20
C  -0.543  -2.676  0.332  -0.61
C  -0.190  -1.565  -0.665  -0.61
H  -0.655  -3.661  -0.101  0.21
H  0.154  -2.632  1.169  0.20
H  -1.447  -2.373  0.875  0.20
H  0.321  -0.796  -0.093  0.21
H  -1.108  -1.193  -1.126  0.20
H  0.453  -1.776  -1.520  0.21

Cartesian forces (eV/Å) of the 6 atoms listed first:
C 1.07 -1.24 0.22
C -1.90 1.76 0.01
H -0.06 0.36 -0.07
H -0.33 0.36 -0.10
H -0.17 0.01 0.02
H 0.22 -0.04 0.13

Results
- Kohn-Sham gap (eV) = 12.4
- electronic energy (hartree) = -159.5669
- energy relative to the best compared isomer or geometry (same formula, charge and spin) (kcal/mol) = 11.3
- structure (SMILES) = CC.CC



Entry from the Open Molecules 2025 dataset: a 2-piece molecular cluster, C4H12 overall in a non-equilibrium geometry (wB97M-V/def2-TZVPD).

Each line ends with the natural charge from an NBO analysis.
Element x y z (Å)
C  0.551  -2.192  -1.519  -0.62
C  -0.821  -1.589  -1.987  -0.61
H  1.126  -1.995  -2.454  0.21
H  0.956  -1.555  -0.714  0.21
H  0.410  -3.284  -1.301  0.21
H  -0.780  -0.459  -2.072  0.20
H  -1.705  -1.904  -1.350  0.20
H  -1.153  -1.925  -2.953  0.20
C  0.086  1.537  2.473  -0.62
C  0.335  2.254  1.167  -0.62
H  -0.873  1.186  2.537  0.20
H  0.732  0.686  2.769  0.21
H  0.038  2.189  3.325  0.20
H  1.392  2.495  0.905  0.21
H  -0.230  3.091  0.810  0.22
H  -0.066  1.463  0.364  0.19

Cartesian forces (eV/Å) of the 6 atoms listed first:
C -1.36 0.76 -1.63
C -1.00 0.58 1.32
H 0.42 -0.72 1.00
H -0.08 -0.82 -0.15
H 0.61 1.16 -0.03
H -0.06 -1.29 0.37

Results
- Kohn-Sham gap (eV) = 12.2
- electronic energy (hartree) = -159.5473
- energy relative to the best compared isomer or geometry (same formula, charge and spin) (kcal/mol) = 23.6
- structure (SMILES) = CC.CC